*one*
{
  "formula": "C4H9O",
  "method": "ωB97M-V with the def2-TZVPD basis set",
  "species": ["C", "O", "H", "H", "H", "C", "C", "C", "H", "H", "H", "H", "H", "H"],
  "xyz": [[-2.44, -1.62, -1.22], [-1.46, -1.88, -0.35], [-3.51, -1.70, -0.92], [-2.37, -2.24, -2.17], [-2.46, -0.56, -1.69], [2.51, 0.77, 0.89], [1.04, 0.41, 0.66], [0.09, 1.34, 0.57], [2.99, -0.19, 1.03], [2.61, 1.34, 1.82], [2.92, 1.27, 0.01], [0.79, -0.52, 0.14], [-0.98, 1.15, 0.67], [0.27, 2.42, 0.55]],
  "nbo_charge": [-0.17, -0.97, 0.06, 0.06, 0.04, -0.66, -0.20, -0.39, 0.21, 0.20, 0.21, 0.26, 0.22, 0.15],
  "charge": -1,
  "orbital_gap_ev": 5.8,
  "e_homo_ev": -1.9
}

*two*
{
  "formula": "C4H9O",
  "method": "ωB97M-V with the def2-TZVPD basis set",
  "species": ["C", "O", "H", "H", "H", "C", "C", "C", "H", "H", "H", "H", "H", "H"],
  "xyz": [[1.09, 2.30, -1.83], [2.19, 1.53, -2.03], [0.64, 2.72, -2.76], [0.20, 1.78, -1.37], [1.28, 3.12, -1.09], [-1.40, -0.22, 1.11], [-0.67, -1.46, 1.58], [-1.12, -2.70, 1.45], [-2.20, -0.48, 0.42], [-1.66, 0.41, 1.96], [-0.71, 0.35, 0.48], [0.07, -1.21, 2.35], [-0.80, -3.58, 1.99], [-1.87, -2.87, 0.68]],
  "nbo_charge": [-0.19, -0.98, 0.07, 0.05, 0.07, -0.66, -0.13, -0.43, 0.20, 0.21, 0.25, 0.18, 0.19, 0.18],
  "charge": -1,
  "orbital_gap_ev": 5.2,
  "e_homo_ev": -1.7
}

Most stable: *two*. Least stable: *one*.

*one*
{
  "formula": "C2H5O2S",
  "method": "ωB97M-V with the def2-TZVPD basis set",
  "species": ["C", "S", "H", "H", "H", "O", "C", "O", "H", "H"],
  "xyz": [[-0.52, 0.91, -1.47], [1.25, 0.46, -1.23], [-0.44, 1.81, -2.09], [-0.92, 1.20, -0.50], [-1.20, 0.09, -1.71], [-1.81, -0.89, 1.31], [-0.72, -0.62, 1.84], [0.44, -0.82, 1.38], [-0.67, -0.11, 2.83], [0.92, -0.47, -0.17]],
  "nbo_charge": [-0.73, -0.25, 0.20, 0.22, 0.22, -0.75, 0.64, -0.80, 0.01, 0.26],
  "charge": -1,
  "orbital_gap_ev": 8.2,
  "e_homo_ev": -4.4
}

*two*
{
  "formula": "C2H5O2S",
  "method": "ωB97M-V with the def2-TZVPD basis set",
  "species": ["C", "S", "H", "H", "H", "O", "C", "O", "H", "H"],
  "xyz": [[1.16, 0.41, -1.40], [1.36, -1.01, -0.29], [0.05, 0.49, -1.63], [1.55, 1.32, -0.92], [1.59, 0.22, -2.39], [-0.63, 0.15, 1.57], [-1.72, 0.58, 0.95], [-1.82, 0.87, -0.29], [-2.66, 0.44, 1.50], [0.62, -0.42, 0.64]],
  "nbo_charge": [-0.75, -0.20, 0.26, 0.20, 0.19, -0.81, 0.62, -0.76, 0.04, 0.22],
  "charge": -1,
  "orbital_gap_ev": 8.1,
  "e_homo_ev": -4.3
}

Most stable: *one*. Least stable: *two*.